1.
The following is a quantum chemistry calculation of a molecular structure, C21H33CuN4O3 in a non-equilibrium geometry, from the Open Molecules 2025 dataset.

Properties
HOMO energy (spin up / spin down) = -10.0 / -9.0 eV
2S+1 = 2
total charge = +1

Each line ends with the natural charge from an NBO analysis.
CARTESIAN COORDINATES (ANGSTROEM)
C -5.6389 -5.8169 2.3145  -0.417
N -5.0704 -4.8533 1.3253  -0.254
C -5.2144 -3.4903 1.4556  0.104
C -4.6071 -2.6387 0.5135  -0.205
C -3.8038 -3.1908 -0.5546  0.073
C -3.8213 -4.5896 -0.7108  -0.210
C -4.4170 -5.3873 0.2637  0.103
C -3.0976 -2.2850 -1.5241  -0.005
C -2.1740 -1.2967 -1.1784  -0.180
C -1.2662 -0.7090 -2.1336  0.169
N -1.6050 -0.7751 -3.4672  -0.231
C -2.6827 -1.6150 -3.8278  0.070
C -3.3611 -2.4104 -2.9423  -0.216
C -0.9135 0.1120 -4.4204  -0.433
H -5.9310 -5.3308 3.2454  0.247
H -4.8911 -6.5592 2.5935  0.247
H -6.4786 -6.2905 1.8060  0.241
H -5.8336 -3.2495 2.3071  0.253
H -4.4412 -1.5913 0.7182  0.271
H -3.3213 -5.1369 -1.4963  0.262
H -4.4623 -6.4606 0.1520  0.247
H -2.0393 -1.2453 -0.1080  0.257
H -0.5530 0.0768 -1.9332  0.312
H -2.8350 -1.5245 -4.8932  0.240
H -4.0820 -3.1522 -3.2527  0.246
H 0.1598 0.0020 -4.2652  0.297
H -1.4776 1.0121 -4.1760  0.253
H -1.1846 -0.0387 -5.4653  0.229
Cu 1.6240 1.7841 -0.8289  1.192
C 3.5227 0.3926 -2.7426  -0.258
O 2.1797 0.1427 -2.5259  -0.883
H 3.9041 1.1643 -2.0739  0.135
H 4.1523 -0.4474 -2.4491  0.149
H 3.9919 0.8380 -3.6198  0.150
O -0.8830 2.5772 -1.0407  -1.143
H -0.4411 3.2495 -1.5949  0.411
O 1.1435 1.1480 1.2226  -1.170
H 1.2760 1.1008 2.1894  0.462
C 1.8459 5.9069 3.0670  -0.607
C 1.2961 4.4741 2.5927  -0.403
C 1.1386 4.2971 1.1925  -0.534
C 2.3336 4.0892 0.3107  0.294
N 3.2906 3.9781 -0.4028  -0.400
H 1.5809 5.9571 4.1231  0.220
H 1.3868 6.6893 2.4627  0.206
H 2.8982 6.0311 2.8113  0.211
H 0.3147 4.4244 3.0642  0.221
H 1.8047 3.6008 3.0012  0.220
H 0.8182 5.1539 0.5997  0.247
H 0.4482 3.4940 0.9348  0.322
C 5.7044 -0.1908 1.1233  -0.626
C 4.6941 0.8929 0.8854  -0.388
C 4.0639 1.6459 2.1139  -0.534
C 3.3915 0.8109 3.0822  0.316
N 2.7612 0.2445 3.8739  -0.373
H 5.8769 -0.6269 0.1393  0.222
H 5.2117 -1.0194 1.6320  0.213
H 6.6437 0.0439 1.6239  0.215
H 3.7746 0.5314 0.4251  0.211
H 4.9381 1.6087 0.1004  0.222
H 3.3909 2.4284 1.7632  0.269
H 4.9662 2.0189 2.5985  0.242

***

2.
The following is a quantum chemistry calculation of a molecular structure, C21H33FeIN2S in a non-equilibrium geometry, from the Open Molecules 2025 dataset.

Properties
HOMO energy (spin up / spin down) = -16.0 / -16.1 eV
2S+1 = 6
total charge = +3

Each line ends with the natural charge from an NBO analysis.
CARTESIAN COORDINATES (ANGSTROEM)
C 1.3935 8.4644 3.3548  -0.625
C 1.8424 7.0854 2.6325  -0.402
C 0.9078 5.8308 3.0778  -0.428
C -0.4465 5.9469 2.2378  -0.366
C -1.4472 4.6897 2.3282  -0.400
C -1.1107 3.6023 3.4514  -0.412
C -0.2971 2.3339 2.8241  -0.403
C -1.3047 1.5159 1.8385  -0.390
C -1.1246 -0.0846 1.9528  -0.326
C -0.3711 -0.7303 0.6434  -0.308
C -0.6860 -2.3164 0.7138  -0.350
C 0.5659 -3.2201 0.1778  -0.355
C 0.2044 -4.0129 -1.1669  -0.414
C 1.2663 -5.1505 -1.5700  -0.388
C 0.5958 -6.4294 -2.3293  -0.487
C 0.4897 -6.1958 -3.8985  0.189
C 1.3162 -7.0493 -4.9362  -0.136
I 2.6336 -8.6632 -4.3723  0.419
C 1.2084 -6.7444 -6.4701  -0.222
C 0.2982 -5.6185 -7.0079  0.008
C -0.6045 -4.7416 -6.0865  0.094
N -1.4882 -3.6889 -6.4420  -0.468
S -2.1334 -3.1546 -4.9583  0.942
N -1.3390 -4.2013 -3.8823  -0.551
C -0.4463 -5.0972 -4.5429  0.061
H 1.9735 9.3679 2.9344  0.252
H 0.2842 8.7105 3.1550  0.171
H 1.5992 8.4175 4.4775  0.228
H 2.9460 6.8626 2.7865  0.243
H 1.6388 7.2615 1.5112  0.198
H 0.6351 6.0498 4.1792  0.216
H 1.4341 4.8277 2.9936  0.235
H -1.0324 6.9158 2.4713  0.053
H -0.1345 6.0382 1.1301  0.246
H -1.5210 4.1985 1.3013  0.233
H -2.5087 5.1198 2.5423  0.125
H -2.1236 3.1507 3.7788  0.221
H -0.6341 4.0059 4.4003  0.261
H 0.6698 2.6382 2.3098  0.233
H -0.0772 1.6260 3.6971  0.234
H -2.3835 1.7298 2.1985  0.271
H -1.2525 1.9040 0.7599  0.245
H -2.1442 -0.6209 2.0114  0.247
H -0.5536 -0.4099 2.8825  0.249
H 0.7526 -0.5068 0.7097  0.253
H -0.8142 -0.2616 -0.3091  0.244
H -1.6149 -2.6162 0.1143  0.257
H -0.8084 -2.5744 1.8314  0.256
H 1.5075 -2.6012 -0.0380  0.242
H 0.7651 -4.0108 0.9950  0.261
H 0.2096 -3.2430 -2.0264  0.227
H -0.8277 -4.5116 -1.1184  0.231
H 1.7391 -5.5308 -0.5883  0.241
H 2.1368 -4.7309 -2.1827  0.237
H -0.3828 -6.7530 -1.8357  0.279
H 1.3355 -7.2930 -2.1326  0.270
H 1.8177 -7.3678 -7.1943  0.288
H 0.2852 -5.4202 -8.1308  0.276
Fe -2.8392 7.2572 2.8156  0.996

***

3.
The following is a quantum chemistry calculation of a molecular structure, C21H33IrN3O7P2 in a non-equilibrium geometry, from the Open Molecules 2025 dataset.

Properties
HOMO energy (spin up / spin down) = -11.6 / -14.7 eV
2S+1 = 6
relative energy (zero: lowest compared OMol25 entry of this formula, charge and spin) = 36.5 kcal/mol
total charge = +2

Each line ends with the natural charge from an NBO analysis.
CARTESIAN COORDINATES (ANGSTROEM)
P -0.1908 1.7631 1.8584  1.090
P -0.4408 -2.4988 -1.0445  1.888
C -1.0122 0.4863 -0.3473  -0.602
C -1.3733 -0.9852 -0.3973  -0.769
H -1.0197 1.1145 -1.3421  0.274
H -1.9516 0.8826 0.1816  0.235
H -1.6851 -1.2573 0.6639  0.281
H -2.2755 -1.0521 -1.0302  0.234
C 0.6580 -1.8928 -2.3172  -1.037
H 1.2341 -2.7286 -2.7230  0.292
H 1.3779 -1.1600 -1.8994  0.327
H 0.0890 -1.4480 -3.1473  0.264
C -1.3854 -3.9762 -1.2682  -1.014
H -2.1690 -3.6885 -1.9727  0.285
H -1.8325 -4.3453 -0.3425  0.320
H -0.7572 -4.7454 -1.7183  0.322
C 0.6691 3.3827 1.9607  -0.932
H 1.2326 3.3860 2.8883  0.284
H -0.0633 4.1815 1.9011  0.250
H 1.3404 3.4205 1.0909  0.229
C -1.8224 1.4506 2.5438  -0.969
H -2.0150 0.3721 2.4317  0.262
H -2.5772 2.0374 2.0080  0.241
H -1.7792 1.7139 3.6105  0.289
Ir 0.4270 1.9569 -0.6413  1.035
C -2.2074 1.4100 -2.6132  -0.195
C -0.9775 1.7308 -3.1325  -0.189
C -0.5863 3.0956 -3.5437  -0.470
C -1.0949 4.1548 -2.5529  -0.436
C -0.8643 3.5644 -1.1461  -0.398
C -1.9443 3.2792 -0.3412  0.018
C -3.3046 2.9233 -0.8809  -0.505
C -3.3342 2.3149 -2.3309  -0.456
C 0.8846 0.7269 2.9145  -0.988
H -2.4297 0.3449 -2.3066  0.206
H -0.2845 0.9546 -3.4951  0.238
H -0.9451 3.3413 -4.5552  0.269
H 0.5037 3.1333 -3.5902  0.231
H -0.5317 5.0938 -2.6917  0.266
H -2.1442 4.3746 -2.8134  0.236
H 0.0621 3.9693 -0.7078  0.244
H -1.9112 3.5220 0.7416  0.229
H -4.0294 3.7587 -0.8940  0.298
H -3.7873 2.1975 -0.2115  0.240
H -4.2204 1.6642 -2.3770  0.254
H -3.5033 3.1099 -3.0732  0.242
H 0.4265 -0.2520 2.7153  0.234
H 1.1218 0.7595 4.0382  0.298
H 1.8449 0.8099 2.3975  0.272
O 5.9785 -3.4587 3.2398  -0.321
N 4.9249 -4.1077 3.1332  0.488
O 4.7153 -5.2245 3.6692  -0.350
C 3.8679 -3.5587 2.3483  0.056
C 3.9493 -2.2979 1.7153  -0.174
C 2.9373 -1.9272 0.8453  0.103
C 1.8573 -2.8597 0.6453  0.232
O 0.5766 -2.3744 0.2622  -0.793
C 1.8339 -4.0756 1.3589  0.039
C 2.7442 -4.3683 2.3460  -0.169
N 0.5437 -4.8076 1.3329  0.504
O -0.1558 -4.6903 2.3540  -0.321
O 0.2530 -5.5050 0.3344  -0.377
N 3.0191 -0.4673 0.3817  0.353
O 3.9639 0.1873 0.9438  -0.460
O 2.1707 0.0931 -0.3472  -0.638
H 4.8367 -1.7082 1.9049  0.310
H 2.5623 -5.2004 3.0343  0.301

***

4.
The following is a quantum chemistry calculation of C21H33N3O4S in the gas phase in a non-equilibrium geometry, from the Open Molecules 2025 dataset.

Properties
HOMO energy = -7.3 eV
SMILES = CCOc1cc(NC(=S)NC[C@H]2CCCO2)c(OCC)cc1NC(=O)CC(C)C
relative energy (zero: lowest compared OMol25 entry of this formula, charge and spin) = 29.3 kcal/mol
total charge = 0

Each line ends with the natural charge from an NBO analysis.
CARTESIAN COORDINATES (ANGSTROEM)
C 1.1526 4.2894 -1.5365  -0.641
C 1.7989 4.0929 -0.1700  -0.059
O 2.3802 2.8102 -0.0100  -0.523
C 1.5663 1.7200 0.1643  0.254
C 0.1955 1.7728 0.3462  -0.314
C -0.5414 0.6094 0.5167  0.095
N -1.9230 0.5736 0.7021  -0.593
C -2.8860 1.5024 0.5270  0.302
S -2.6588 3.0608 0.0133  -0.282
N -4.1575 1.1314 0.8396  -0.594
C -4.6300 -0.2070 1.0926  -0.246
C -4.7620 -1.0504 -0.1940  0.079
C -5.0734 -2.5276 0.1110  -0.434
C -6.2023 -2.8547 -0.8663  -0.426
C -6.8782 -1.4923 -1.0045  -0.066
O -5.8223 -0.5539 -0.9977  -0.528
C 0.1101 -0.6366 0.5324  0.331
O -0.7074 -1.7266 0.7400  -0.540
C -0.1631 -3.0292 0.6390  -0.059
C 0.0894 -3.4540 -0.8034  -0.639
C 1.4820 -0.6895 0.3668  -0.357
C 2.2158 0.4743 0.1766  0.186
N 3.6013 0.4789 -0.0047  -0.621
C 4.4733 -0.5660 -0.0426  0.693
O 4.1427 -1.7263 0.0802  -0.630
C 5.8995 -0.0760 -0.2630  -0.500
C 6.9827 -1.1634 -0.2648  -0.202
C 7.0370 -1.8890 1.0772  -0.615
C 6.7741 -2.1512 -1.4097  -0.615
H 1.8715 4.0742 -2.3238  0.209
H 0.2939 3.6356 -1.6596  0.227
H 0.8198 5.3188 -1.6321  0.218
H 2.6433 4.7789 -0.0532  0.190
H 1.0786 4.2908 0.6312  0.180
H -0.3314 2.7097 0.3534  0.265
H -2.2284 -0.3659 0.9231  0.415
H -4.8509 1.7932 0.5217  0.422
H -5.6162 -0.1205 1.5549  0.220
H -3.9665 -0.7120 1.8017  0.195
H -3.8426 -0.9444 -0.7849  0.186
H -4.2001 -3.1614 -0.0232  0.223
H -5.4239 -2.6280 1.1396  0.202
H -6.8776 -3.6224 -0.4972  0.217
H -5.7958 -3.1657 -1.8286  0.208
H -7.4288 -1.3629 -1.9366  0.197
H -7.5583 -1.3109 -0.1585  0.156
H 0.7533 -3.1103 1.2335  0.181
H -0.9259 -3.6711 1.0910  0.188
H 0.4296 -4.4853 -0.8235  0.218
H -0.8271 -3.3716 -1.3834  0.209
H 0.8474 -2.8255 -1.2626  0.222
H 2.0191 -1.6211 0.3781  0.263
H 3.9682 1.4143 -0.1221  0.419
H 6.1244 0.6519 0.5217  0.224
H 5.9206 0.4522 -1.2208  0.226
H 7.9427 -0.6533 -0.4201  0.197
H 6.1020 -2.4115 1.2549  0.229
H 7.8465 -2.6152 1.0801  0.206
H 7.2047 -1.1843 1.8895  0.200
H 7.5790 -2.8823 -1.4273  0.205
H 6.7595 -1.6334 -2.3670  0.199
H 5.8320 -2.6750 -1.2808  0.230

***

Copy entry 2 word for word.
The following is a quantum chemistry calculation of a molecular structure, C21H33FeIN2S in a non-equilibrium geometry, from the Open Molecules 2025 dataset.

Properties
HOMO energy (spin up / spin down) = -16.0 / -16.1 eV
2S+1 = 6
total charge = +3

Each line ends with the natural charge from an NBO analysis.
CARTESIAN COORDINATES (ANGSTROEM)
C 1.3935 8.4644 3.3548  -0.625
C 1.8424 7.0854 2.6325  -0.402
C 0.9078 5.8308 3.0778  -0.428
C -0.4465 5.9469 2.2378  -0.366
C -1.4472 4.6897 2.3282  -0.400
C -1.1107 3.6023 3.4514  -0.412
C -0.2971 2.3339 2.8241  -0.403
C -1.3047 1.5159 1.8385  -0.390
C -1.1246 -0.0846 1.9528  -0.326
C -0.3711 -0.7303 0.6434  -0.308
C -0.6860 -2.3164 0.7138  -0.350
C 0.5659 -3.2201 0.1778  -0.355
C 0.2044 -4.0129 -1.1669  -0.414
C 1.2663 -5.1505 -1.5700  -0.388
C 0.5958 -6.4294 -2.3293  -0.487
C 0.4897 -6.1958 -3.8985  0.189
C 1.3162 -7.0493 -4.9362  -0.136
I 2.6336 -8.6632 -4.3723  0.419
C 1.2084 -6.7444 -6.4701  -0.222
C 0.2982 -5.6185 -7.0079  0.008
C -0.6045 -4.7416 -6.0865  0.094
N -1.4882 -3.6889 -6.4420  -0.468
S -2.1334 -3.1546 -4.9583  0.942
N -1.3390 -4.2013 -3.8823  -0.551
C -0.4463 -5.0972 -4.5429  0.061
H 1.9735 9.3679 2.9344  0.252
H 0.2842 8.7105 3.1550  0.171
H 1.5992 8.4175 4.4775  0.228
H 2.9460 6.8626 2.7865  0.243
H 1.6388 7.2615 1.5112  0.198
H 0.6351 6.0498 4.1792  0.216
H 1.4341 4.8277 2.9936  0.235
H -1.0324 6.9158 2.4713  0.053
H -0.1345 6.0382 1.1301  0.246
H -1.5210 4.1985 1.3013  0.233
H -2.5087 5.1198 2.5423  0.125
H -2.1236 3.1507 3.7788  0.221
H -0.6341 4.0059 4.4003  0.261
H 0.6698 2.6382 2.3098  0.233
H -0.0772 1.6260 3.6971  0.234
H -2.3835 1.7298 2.1985  0.271
H -1.2525 1.9040 0.7599  0.245
H -2.1442 -0.6209 2.0114  0.247
H -0.5536 -0.4099 2.8825  0.249
H 0.7526 -0.5068 0.7097  0.253
H -0.8142 -0.2616 -0.3091  0.244
H -1.6149 -2.6162 0.1143  0.257
H -0.8084 -2.5744 1.8314  0.256
H 1.5075 -2.6012 -0.0380  0.242
H 0.7651 -4.0108 0.9950  0.261
H 0.2096 -3.2430 -2.0264  0.227
H -0.8277 -4.5116 -1.1184  0.231
H 1.7391 -5.5308 -0.5883  0.241
H 2.1368 -4.7309 -2.1827  0.237
H -0.3828 -6.7530 -1.8357  0.279
H 1.3355 -7.2930 -2.1326  0.270
H 1.8177 -7.3678 -7.1943  0.288
H 0.2852 -5.4202 -8.1308  0.276
Fe -2.8392 7.2572 2.8156  0.996